22 unconnected molecules or ions with the total composition C90H214Br3N15O14 in a non-equilibrium geometry, computed with the ωB97M-V functional and the def2-TZVPD basis.

HOMO energy = -14.2 eV
Multiplicity = 1
LUMO = -13.20 eV
Charge = +10

Last column: Mulliken charge in e.
Geometry (Å):
1 H -5.08076 -1.41406 -4.78070  0.42
2 H 2.09450 -2.73515 -14.77919  0.46
3 H -9.70363 7.52565 -4.17043  0.43
4 H 14.55812 -1.77120 -3.36473  0.40
5 H 1.82241 -5.72477 -14.79062  0.42
6 H -0.21210 -14.93762 -4.60035  0.33
7 C -6.84941 -3.81540 0.40828  -0.76
8 H -10.27098 4.69545 2.50870  0.29
9 H 2.35507 -12.80696 15.28342  0.41
10 H 3.04877 -0.07069 6.29639  0.19
11 H -3.25321 1.58970 17.64724  0.43
12 H 1.97902 3.59706 -1.06238  0.43
13 H -11.02539 11.17225 -2.97166  0.37
14 H -8.18293 -1.58680 2.35416  0.49
15 H -6.08858 -0.07974 2.60019  0.30
16 C 2.42930 7.83869 -9.84082  -0.36
17 H -6.46413 4.65242 0.99607  0.31
18 O -8.28956 4.56005 2.89889  -0.32
19 H -10.43616 10.06503 -1.73281  0.21
20 H 3.31628 -14.50885 13.67685  0.36
21 H -9.86971 3.97166 4.11394  0.25
22 H 8.16983 12.06845 1.57757  0.36
23 H -8.62113 12.19339 -3.18463  0.29
24 Br -3.86065 3.09280 0.76638  -0.83
25 H 1.97532 -12.13048 -1.88382  0.31
26 C 2.27297 -14.09081 12.03647  -0.63
27 N 9.79205 13.60598 2.92281  0.08
28 H 9.92408 -2.39967 -2.74185  0.39
29 H -9.76134 8.43254 -1.18145  0.38
30 N 5.43675 8.69484 -12.18151  0.26
31 C 0.84432 -13.07114 -4.41304  -0.27
32 C 9.13959 11.64941 1.54307  -1.05
33 H -9.98223 10.86828 -5.26256  0.45
34 C 6.01985 11.11341 -12.18328  -0.64
35 O -0.76283 -13.52206 16.11975  -0.35
36 H 0.69702 -14.44151 -6.11729  0.38
37 H 3.17610 6.41444 -11.24302  0.39
38 H -1.16037 -3.07579 -12.48072  0.29
39 H 10.95818 -12.83227 3.65895  -0.03
40 C -5.82548 0.70994 -2.90309  -0.47
41 H -3.14301 5.04113 4.39859  0.28
42 H -9.14158 4.97634 -2.87075  0.39
43 N -5.50929 4.93359 2.84428  0.58
44 C -10.14876 10.63984 -2.64070  -0.43
45 H -1.32590 -11.57819 -5.07466  0.40
46 H 1.05534 -1.96600 -1.09217  0.33
47 H -0.49430 -15.56245 16.34751  0.46
48 C 2.83635 -3.69841 -16.48177  -0.54
49 C -8.82880 11.48648 -2.35246  -0.65
50 H 8.69095 16.06674 4.71048  0.37
51 C 0.27880 -14.81201 16.35448  -0.58
52 H -3.43210 -12.94875 -8.33593  0.31
53 H 4.42681 7.01404 -10.32710  0.37
54 H 7.09615 10.91864 -10.28838  0.38
55 C -10.03378 8.10972 -3.28416  -1.22
56 H 13.97673 -0.03273 -4.62373  0.35
57 H 10.12177 0.28294 -1.36094  0.36
58 H 1.33864 -14.66273 12.06945  0.18
59 H 11.93572 -0.97232 -3.17223  0.35
60 H 1.69570 0.70087 -16.53989  0.25
61 H -4.76951 4.38684 2.32570  -0.18
62 H -2.76348 2.85457 14.03521  0.33
63 H 2.51576 -3.81743 -0.78036  0.34
64 H 3.35691 -3.95228 0.80975  0.17
65 O -7.01953 -2.97286 -2.59589  -0.15
66 H -2.85497 -0.02544 11.55729  0.29
67 C -1.99632 1.33746 15.30339  -0.31
68 C 1.62785 -0.32141 -16.94407  -0.64
69 H -4.56816 -0.89842 2.10593  0.32
70 H -6.94374 -4.69824 -0.18948  0.65
71 C -2.62372 2.68677 15.08511  -0.65
72 C -5.82540 -2.88220 0.54896  -0.55
73 H -1.97521 3.51045 15.42496  0.36
74 C -10.15841 6.34829 -1.46060  -0.19
75 H -7.75626 0.52002 -3.65148  0.48
76 H 2.24872 -0.36533 -17.88666  0.27
77 C 0.16717 -14.06374 -5.19365  -0.21
78 H -2.52840 -12.38612 16.50548  0.21
79 H -11.12708 7.98740 -3.32050  0.52
80 H 3.60147 9.40818 -11.41169  0.51
81 C -9.49159 7.67766 -1.88609  -0.18
82 H -9.27403 -1.10266 -1.96312  0.13
83 H 7.21644 -1.75438 3.99410  0.40
84 C -3.94067 2.72309 15.91446  -0.62
85 H 3.84709 -3.56303 -16.12550  0.36
86 H 7.13037 -0.80722 5.45173  0.32
87 H -8.38167 7.62498 -1.85170  0.37
88 N 1.90863 0.30234 0.03846  0.50
89 C -5.94599 -1.54033 -4.15334  -0.69
90 N -9.73412 9.58910 -3.62062  0.32
91 H 0.58436 -0.38395 -17.15011  0.33
92 O 1.54948 1.83419 -2.11813  -0.44
93 C 2.24831 -2.49516 -17.18268  -0.59
94 H -1.64192 -11.95743 -7.12615  0.29
95 H 3.23333 2.48078 -1.19976  0.27
96 O -7.93250 0.40259 -1.72548  -0.23
97 H -4.43555 -0.04898 10.81774  0.38
98 H -4.82177 1.04304 17.10067  0.39
99 H 4.33734 10.15470 -13.16601  0.26
100 H -4.13578 0.97744 12.25621  0.32
101 C 2.17976 2.52289 -1.02233  -0.39
102 H 1.82504 0.26832 -0.97602  0.39
103 H -10.01071 -3.38814 1.51378  0.50
104 H -5.28445 -1.16228 12.93367  0.34
105 H 11.12023 12.64161 1.75365  0.34
106 C 6.05814 7.61775 -12.95053  -1.15
107 H -5.89124 6.35625 1.38335  0.33
108 H 0.03868 -2.47666 0.21294  0.55
109 H 7.15825 1.60857 2.83706  0.33
110 H 2.82788 -2.08435 -18.09374  0.50
111 H 5.64635 -0.02986 2.98525  -0.17
112 C 2.03199 -4.86679 -14.23433  -0.69
113 C 7.05747 1.40877 3.90339  -0.45
114 C 10.16399 13.30565 4.17705  -0.08
115 H -0.02931 -4.92078 -13.75042  0.46
116 H 12.45627 -1.30944 -1.59723  0.42
117 C 2.77267 -13.62206 13.42682  -0.48
118 H 2.11898 -15.32099 15.10742  0.48
119 H 0.62928 -12.20482 -3.79650  0.30
120 H 6.01082 8.54758 -10.10864  0.24
121 C 9.91131 14.21496 6.55868  -0.76
122 H 2.46035 6.27600 -8.34994  0.33
123 H 9.26715 13.49257 7.07258  0.29
124 H 3.08504 -14.67157 11.50817  0.57
125 H 11.99027 -3.56256 -3.29247  0.34
126 C -9.65875 4.80812 3.39647  -0.77
127 N -1.35616 -13.54640 -5.81912  0.31
128 C 9.03732 15.10318 4.32662  -0.41
129 H 0.99245 -5.35494 -12.23500  0.37
130 H 9.81482 13.56546 0.80351  0.28
131 H -10.62263 4.43531 -2.26243  0.51
132 H 13.28121 -0.39175 -6.22274  0.22
133 H -3.84167 5.74205 5.70356  0.46
134 H 1.62348 8.36431 -10.47590  0.32
135 O 0.97802 -3.40772 -12.65601  -0.37
136 H -6.76343 10.80007 -2.40370  0.46
137 H -4.06274 -2.11920 12.15626  0.45
138 C 5.27739 -2.02003 4.80637  -0.49
139 C 2.43828 -3.73301 0.28972  -0.86
140 H 10.35881 -2.16161 -1.12367  0.44
141 C 10.04573 12.86812 1.61197  -0.46
142 H 6.99338 11.41707 -12.62463  0.32
143 H -4.15174 -14.02134 -6.30890  0.36
144 C -10.13376 5.30083 -2.62857  -1.56
145 H -9.71227 0.13229 -0.78225  0.26
146 H 0.90688 -3.52069 -15.56585  0.43
147 O -4.77163 4.03187 5.22703  -0.33
148 H -9.90236 0.43924 -2.50196  0.40
149 O 1.87663 -13.20073 10.91754  -0.25
150 O 10.09731 0.49453 -3.29701  -0.40
151 H 3.39312 8.31680 -12.76944  0.55
152 H 7.31531 3.12727 7.57095  0.26
153 C 3.54044 7.36030 -10.81917  -0.74
154 H 0.00971 3.07673 -2.72636  0.34
155 H 5.81382 9.74167 -13.96346  0.41
156 H 2.70498 -4.68993 -16.82059  0.36
157 H 5.34858 0.40493 4.44536  0.28
158 H -7.81426 8.74271 -3.77217  0.25
159 H -4.75275 -1.05158 -2.39916  -0.38
160 C 2.65489 -12.13591 -3.01853  -0.68
161 C 6.17128 10.59155 -10.77752  -0.54
162 H -1.65167 0.88489 14.39226  0.24
163 H -0.20967 1.49529 -3.04187  0.26
164 Br 4.89851 0.21594 0.94967  -0.97
165 H -1.52471 -15.55619 -6.29205  0.51
166 C 0.16379 2.11851 -2.26816  -0.66
167 H 2.73157 2.02387 1.08119  0.27
168 C 9.80583 -0.31766 -2.19567  -0.45
169 H 7.30802 8.84877 -11.32985  0.50
170 H 5.40883 -2.64973 5.67602  0.38
171 H 3.04786 -4.91196 -13.87834  0.39
172 C -1.91268 -13.47009 16.78640  -0.28
173 H 2.80948 -14.09245 -4.23656  0.43
174 H 9.22882 11.04838 0.60711  0.33
175 H 14.90307 -1.22672 -5.68315  0.33
176 H 7.99034 1.01521 4.26990  0.31
177 O 4.15371 -1.14729 5.03215  -0.37
178 C -4.14886 5.25149 4.81953  -0.66
179 C -3.88092 1.45265 16.77910  -0.54
180 H 5.51811 7.45145 -13.90947  0.39
181 C 13.91893 -0.79655 -5.40581  -0.70
182 H -5.72300 6.46348 4.26288  0.35
183 H -9.45465 -4.42706 0.25001  0.15
184 H 2.77229 8.60454 -9.16001  0.35
185 H 3.15931 -18.91222 7.90704  -0.11
186 H 7.10115 7.84216 -13.23866  0.50
187 C -3.97314 -0.05757 14.80858  -0.84
188 H 0.95538 7.19612 -8.37836  0.36
189 H 9.71103 15.26130 6.76767  0.30
190 H -6.82864 -3.31815 -4.63847  0.44
191 H -4.81379 -2.72884 0.13722  0.49
192 C 10.41597 -1.71444 -2.11636  -0.80
193 H -6.52137 4.59512 6.28583  0.30
194 H 0.79677 -14.70433 17.30648  0.37
195 C 9.25764 0.28692 -4.47142  -0.68
196 H -2.35036 -0.97112 13.76736  0.25
197 H 1.22934 5.99626 -9.61789  0.35
198 H 1.56367 -4.35072 0.56601  0.33
199 C -10.30295 9.87088 -4.99759  -1.04
200 C 6.55071 -1.16552 4.58618  -0.55
201 H -9.78452 5.74226 3.92199  0.33
202 H -5.16614 4.31650 7.31796  0.33
203 H -10.71421 5.60181 -3.48934  0.36
204 H -2.92456 -12.28210 -5.37150  0.47
205 H -7.60928 -4.91281 -2.66887  0.37
206 C -3.44103 -1.18281 13.96995  -0.16
207 H 6.99521 3.35257 4.68591  0.44
208 H 3.78446 -12.94185 10.36163  0.36
209 H 4.83398 -0.03681 6.66691  0.29
210 H -1.14963 1.37515 16.07253  0.42
211 C -4.93940 5.94379 3.72168  -0.64
212 H -5.32725 -3.59634 -3.65856  0.35
213 H -5.28001 1.15834 -2.05225  0.17
214 H 3.51365 -12.81706 13.51125  0.46
215 C -3.91692 0.00222 11.79170  -1.07
216 H -9.59777 5.89567 -0.65146  -0.11
217 C 1.76274 6.76734 -9.02604  -1.38
218 H -7.97558 10.29556 -4.59438  0.47
219 C -8.20733 9.71630 -3.69811  -0.74
220 H 6.24481 6.77129 -12.31960  0.38
221 C 0.75926 -0.47190 0.56487  -0.69
222 H 0.70604 -2.97633 -8.84009  -0.20
223 H -2.16776 -0.13089 17.59645  0.53
224 H -0.34015 -6.57532 -1.91438  -0.30
225 H -1.97831 -14.10531 17.70667  0.29
226 H -4.80787 2.76524 15.24586  0.30
227 H 5.44726 12.06016 -12.22969  0.37
228 C -7.60489 -2.19468 1.71179  -0.01
229 H 5.05837 -2.56838 3.89553  0.35
230 C -6.24118 -2.99916 -3.79838  -0.53
231 C 13.77182 -2.47986 -3.77981  -0.53
232 H 14.27246 -3.35542 -4.21370  0.37
233 H -8.57016 -5.20585 3.06998  0.33
234 H -11.25857 6.45115 -1.22607  0.35
235 H 8.34770 2.29738 6.29732  0.36
236 N -7.91146 -3.36382 1.17175  0.25
237 H -8.35278 6.08868 1.41200  -0.01
238 N 9.70643 14.15653 5.05217  0.12
239 C -7.72908 5.73567 2.29506  -0.03
240 C -3.39316 -14.51849 -6.85278  -0.79
241 C 0.92642 -1.93111 0.03028  -0.79
242 H 13.07879 -3.35111 -1.96713  0.42
243 H -7.82951 9.74053 -1.56552  0.15
244 H 8.65956 15.16628 2.06331  0.39
245 C 6.29036 9.10336 -10.99057  -0.52
246 H 5.46221 2.67578 4.50668  0.47
247 H 3.39555 -11.70976 -3.60797  0.38
248 H 0.68852 -15.01767 14.20139  0.34
249 H -8.58974 -3.77703 -1.67055  -0.05
250 H -5.93595 2.96492 6.53696  0.27
251 H 10.84594 12.49589 4.47065  0.39
252 H -3.37179 -1.25682 17.09608  0.37
253 N 1.85855 -3.61725 -15.23198  -0.29
254 N 11.95079 -1.66475 -2.39610  -0.05
255 H -5.41180 -0.01056 0.97679  0.31
256 H 2.41502 -12.17335 9.10046  0.27
257 C -2.24709 -14.84708 -5.90054  -0.64
258 C -9.22577 -4.12887 1.28168  -0.48
259 H -0.09470 0.02383 0.12584  0.39
260 H -11.36947 9.61651 -4.95040  0.38
261 O 2.14184 -1.41979 -16.19160  -0.42
262 H 9.52641 1.07775 -5.21330  0.24
263 C 3.99139 -0.63584 6.38552  -0.66
264 C -1.90326 -12.52646 -5.02027  -1.37
265 H -6.80549 -1.07144 -4.67664  0.31
266 C 1.25181 -14.66032 15.04767  -0.59
267 H -8.55269 -6.14989 1.56067  0.36
268 C 3.89888 8.41649 -11.82920  -1.01
269 H 7.61499 1.35889 7.60598  0.27
270 C 12.65643 -2.87478 -2.83913  -0.70
271 H -5.36246 1.09365 -3.84942  0.33
272 N -6.34454 -1.87826 1.39768  0.17
273 H 3.84629 -1.43009 7.11422  0.34
274 H -7.41346 2.10212 -2.89696  0.32
275 H 8.73079 -0.49505 -2.15668  0.41
276 H 1.32658 -2.89929 -17.52760  0.38
277 C 2.76550 -12.69899 10.24023  -0.25
278 H -10.05253 -5.75936 2.22976  0.45
279 H 10.96253 14.07378 6.78386  0.38
280 C -7.31221 1.02236 -2.85559  -0.52
281 H -3.92719 3.62596 16.50129  0.41
282 H -8.81350 -3.82193 -3.35901  0.45
283 C -5.59281 -0.64554 1.79547  -0.82
284 C -8.06214 -3.96546 -2.57660  -0.85
285 C -0.10084 -2.69949 -12.66375  -0.21
286 H -6.47499 -1.18186 -2.29998  0.21
287 C -4.24664 -1.26971 12.72373  -0.87
288 C -2.77687 -13.70928 -7.87431  -0.52
289 H -1.92087 -12.80613 -3.95916  0.39
290 N 1.83547 -13.36731 14.60241  -0.22
291 H -3.64907 -10.47739 17.90088  -0.19
292 N -5.70240 -0.82345 -2.86411  0.84
293 N 6.14238 0.11827 3.90270  0.45
294 C -6.36755 5.45344 1.75141  -0.69
295 C 5.41351 10.00635 -13.01490  -0.47
296 N -3.12027 0.51635 15.92236  0.06
297 H -1.75755 -1.06960 16.20993  0.40
298 C -9.28143 -0.03589 -1.76329  -0.73
299 O 13.10891 -1.83698 -4.83344  -0.37
300 H 9.33266 11.06123 2.39733  0.35
301 C 1.93451 1.80235 0.34891  -0.65
302 H -2.45164 -14.33535 -8.73151  0.33
303 H -4.21699 0.78736 14.17616  0.22
304 H 15.16177 -8.69570 6.36342  0.03
305 H 8.20052 0.45156 -4.20786  0.32
306 H -7.79448 6.48391 3.11472  0.35
307 H -8.86652 12.14532 -1.50429  0.43
308 H -2.62696 -15.14162 -4.89696  0.37
309 C -7.76456 10.41310 -2.41169  -0.37
310 C 0.85172 -4.68577 -13.15901  -0.57
311 H 2.76169 -0.09846 0.37287  -0.07
312 H -9.81261 9.13146 -5.62889  0.40
313 H 1.02965 -12.69643 14.39554  0.43
314 H -0.08721 -1.63462 -12.35333  0.26
315 H -0.49357 2.00417 -1.37157  0.28
316 H -6.05435 4.25061 3.46025  0.37
317 C 6.44247 2.41801 4.83129  -0.72
318 C 9.05665 14.74557 2.98053  -0.24
319 C -1.45401 -13.02608 -7.20887  -0.48
320 H 0.98604 2.10951 0.72763  0.35
321 H -0.61442 -13.32613 -7.81830  0.32
322 H -4.29964 6.60561 3.12306  0.41
323 O 6.34319 1.93686 6.14014  -0.33
324 Br -2.95740 -0.74025 -1.09298  -0.79
325 C 2.15762 -13.31755 -3.92286  -0.55
326 H 9.51872 -0.64119 -4.95882  0.31
327 H -3.43477 -2.15638 14.42224  0.38
328 C -5.61497 3.98389 6.37459  -0.74
329 O 2.13057 -2.36684 0.63143  -0.13
330 H -4.91605 -0.35638 15.27564  0.31
331 C 7.48241 2.24752 6.98314  -0.73
332 H 5.26292 10.85669 -10.23515  0.27
333 H 0.90291 -0.39030 1.59946  0.41
334 C -9.08254 -5.40603 2.10687  -1.23
335 C -2.57387 -0.62536 16.77481  -1.10
336 H -3.88295 -15.33168 -7.32706  0.39